1.
Here is a structure of composition C13H20N2O4S in a non-equilibrium geometry from OMol25. Energies are from the ωB97M-V functional and the def2-TZVPD basis.

Element x y z (Å)
C -7.1744 -0.7041 -0.6606
C -5.7236 -1.3026 -0.3480
C -4.5761 -0.1846 -0.3953
C -4.7859 0.7301 0.7204
C -3.7166 1.6489 0.5583
C -2.3844 1.1745 0.9579
H -1.8348 1.8018 1.7104
H -2.4136 0.3157 1.2857
C -1.6275 1.1126 -0.5135
C -0.2560 0.2905 -0.2147
C 0.8593 1.1562 -0.0495
N 1.9614 0.3580 0.0453
C 2.0481 -1.2085 0.1177
N 0.9095 -1.6374 0.1576
C -0.3748 -1.1140 -0.2340
O -1.4217 -1.8272 -0.0737
H 0.9192 -2.8985 0.2414
S 3.5167 -1.8840 0.5586
C 4.6637 -0.2197 0.5923
C 4.1625 0.7905 -0.2392
O 4.1362 1.9193 -0.2031
O 4.0063 0.3461 -1.4428
H 3.9601 1.0759 -2.1822
H 4.3739 0.1192 1.8372
H 5.5902 -0.4645 0.2526
O 1.1491 2.3045 -0.1581
H 2.0146 2.3175 -0.0270
H -2.1548 0.6811 -1.1454
H -1.4325 2.0298 -0.7339
H -3.9165 2.5093 1.5751
H -3.7794 2.4757 -0.2881
H -5.8361 1.2472 0.5508
H -4.7779 0.2907 1.7327
H -4.7542 0.1053 -1.3583
H -3.8290 -0.8865 -0.2619
H -5.9108 -1.5224 0.6934
H -5.6036 -2.0972 -1.2060
H -7.5543 0.0696 0.2323
H -7.1794 -0.1996 -1.7127
H -8.0984 -1.3561 -0.6865

Output
* multiplicity: 1
* lowest unoccupied orbital energy: -0.012 hartree
* total charge: 0
* HOMO: -7.747 eV
* total energy: -35798.7273 eV
* energy relative to the best compared isomer or geometry (same formula, charge and spin): 321.9 kcal per mole

=====

2.
Here is a structure of composition C13H20O12P2ReS in a non-equilibrium geometry from OMol25. Energies are from the ωB97M-V functional and the def2-TZVPD basis.

Element x y z (Å)
Re -0.5834 1.3383 -0.0538
O -0.8634 3.1704 2.7192
P -1.3161 1.6350 2.8753
O -2.0671 1.4551 4.1293
O -1.9903 1.2001 1.5679
O 0.0938 0.8169 2.9485
P 1.5527 1.4173 2.5108
O 1.7678 2.6177 3.5816
O 2.5717 0.3668 2.6997
O 1.4182 2.0604 1.1420
H -0.8443 3.4005 1.7439
H 1.0033 3.2144 3.4486
C 3.0753 0.6196 -0.8981
S 1.6634 0.3273 -1.9241
O 0.9817 -0.9266 -1.3406
O 2.1409 -0.0087 -3.2397
O 0.7461 1.4666 -1.8750
H 3.5357 -0.3418 -0.6834
H 2.7232 1.1002 0.0156
H 3.7393 1.2735 -1.4578
C -2.1061 -1.6871 0.5867
C -0.6666 -2.0022 0.1440
C 0.0065 -2.7736 1.2862
C 0.1261 -0.6676 -0.0855
C -0.7510 -2.8195 -1.1390
C -1.4282 -2.2935 -2.2427
C -1.5629 -3.0140 -3.4162
C -1.0226 -4.2894 -3.5247
C -0.3310 -4.8188 -2.4482
C -0.1961 -4.0891 -1.2724
H -2.0983 -1.2252 1.5720
H -2.6981 -2.6071 0.6176
H -2.5804 -0.9755 -0.0897
H 0.0178 -2.1375 2.1720
H 1.0423 -3.0196 1.0428
H -0.5395 -3.6932 1.5217
H 0.8825 -0.6383 0.7132
H -1.8218 -1.2860 -2.1801
H -2.0849 -2.5760 -4.2593
H -1.1267 -4.8550 -4.4437
H 0.1133 -5.8055 -2.5210
H 0.3611 -4.5261 -0.4550
C 0.2181 5.4828 0.4789
C -0.5837 4.6052 -0.4943
O -0.7470 4.9743 -1.6521
O -0.9927 3.4987 0.0209
H 0.5350 6.4004 -0.0130
H 1.0875 4.9196 0.8243
H -0.4008 5.7155 1.3468

Output
* multiplicity: 2
* lowest unoccupied orbital energy (spin up / spin down): 0.170 / 0.170 hartree
* total charge: -2
* HOMO (spin up / spin down): -0.752 / -0.372 eV
* total energy: -69926.0111 eV
* ⟨S²⟩: 0.787
* energy relative to the best compared isomer or geometry (same formula, charge and spin): 79.2 kcal per mole

=====

3.
Here is a structure of composition C13H20O2PtS8 from OMol25. Energies are from the ωB97M-V functional and the def2-TZVPD basis.

Element x y z (Å)
Pt -0.4257 -0.1128 -0.1070
O 4.3741 4.4510 0.8011
C 3.5011 3.6915 0.4705
S 1.7752 4.0176 0.6844
C 1.1705 2.5073 0.0130
C 2.1051 1.6131 -0.4001
S 1.7806 0.0724 -1.0976
S 3.7894 2.0881 -0.2163
S -0.5394 2.3086 -0.0787
C -3.6000 -1.1313 -1.8477
C -3.9580 -0.4307 -0.5418
S -2.8152 -0.5227 0.8649
C -2.7250 -2.2870 1.2921
C -2.0007 -3.2235 0.3311
S -0.2931 -2.6849 -0.0245
C -0.1417 -2.9368 -1.8226
C -1.2692 -2.4776 -2.7376
S -1.9235 -0.7856 -2.5008
H -4.2975 -0.7800 -2.6083
H -3.7204 -2.2088 -1.7697
H -4.9320 -0.7873 -0.2029
H -4.0188 0.6454 -0.7103
H -3.7421 -2.6439 1.4606
H -2.2000 -2.2672 2.2485
H -2.5316 -3.3269 -0.6103
H -1.9344 -4.2075 0.7955
H 0.0279 -4.0013 -1.9899
H 0.7764 -2.3952 -2.0527
H -2.1203 -3.1556 -2.7038
H -0.8820 -2.4957 -3.7560
O -0.0716 -0.3077 2.3078
S 0.3042 0.9002 3.1166
C 1.5391 0.2608 4.3269
C 0.8456 0.0518 5.6746
C -0.6423 -0.1215 5.3808
C -0.9821 1.0003 4.4144
H 2.3747 0.9574 4.3713
H 1.8710 -0.6715 3.8724
H 0.9881 0.9270 6.3114
H 1.2585 -0.8106 6.1982
H -1.2475 -0.0805 6.2871
H -0.8159 -1.0810 4.8881
H -0.9052 1.9848 4.8803
H -1.9434 0.8977 3.9133

Output
* multiplicity: 3
* lowest unoccupied orbital energy (spin up / spin down): -0.001 / -0.019 hartree
* total charge: 0
* HOMO (spin up / spin down): -5.908 / -6.091 eV
* total energy: -107828.6549 eV
* ⟨S²⟩: 2.008
* energy relative to the best compared isomer or geometry (same formula, charge and spin): 5.1 kcal per mole

=====

4.
Here is a structure of composition C13H21Ca2Cl2F13KNO16P3 in a non-equilibrium geometry from OMol25. Energies are from the ωB97M-V functional and the def2-TZVPD basis.

Element x y z (Å)
N 1.2453 1.2323 4.1482
O 1.4307 0.3315 3.0724
P 0.5288 -0.9985 3.2211
O 0.2641 -1.3451 4.6238
O 1.4511 -2.1761 2.6273
O -0.8627 -1.0042 2.2598
C -1.6758 0.0521 2.4174
F -1.0810 1.2983 2.2016
F -2.6258 -0.0644 1.4630
C -2.4651 0.1359 3.7674
F -3.4619 1.0782 3.5275
F -1.7638 0.6623 4.7537
C -3.2033 -1.1970 4.1930
F -2.6954 -1.6726 5.2975
F -3.2836 -2.0939 3.2494
F -4.5200 -0.8755 4.5226
H 1.7492 0.8069 4.9336
H 1.7751 2.0620 3.8836
H 1.2139 -3.0007 3.0789
Ca -1.5670 3.2719 1.3916
C -2.0865 -3.1532 -2.6419
O -1.0497 -2.3692 -3.2835
P -1.2724 -0.7070 -3.1487
O -2.3773 -0.5755 -4.1672
O 0.1852 -0.3639 -3.7900
C 1.0196 -1.3564 -4.3720
O -1.3545 0.8902 -2.5692
C -2.1182 0.9913 -1.3729
H -1.8443 -4.2076 -2.7423
H -2.1394 -2.9057 -1.5817
H -3.0506 -2.9662 -3.1163
H 0.5314 -1.8245 -5.2269
H 1.3019 -2.1065 -3.6348
H 1.9287 -0.8638 -4.7220
H -1.6552 0.3911 -0.5858
H -3.1412 0.6425 -1.5476
H -2.1547 2.0351 -1.0424
C -3.0954 -6.2316 0.5674
C -2.9856 -6.7328 -0.8854
O -2.5770 -5.8890 -1.7229
O -3.3167 -7.9209 -1.0593
H -2.7913 -5.1849 0.6515
H -4.1281 -6.3222 0.9134
H -2.4539 -6.8322 1.2160
C 5.4677 1.3658 -3.2649
C 3.9905 1.3537 -2.9449
C 3.1319 2.0865 -3.9387
O 2.0054 2.4528 -3.1403
C 2.4536 2.5728 -1.8686
O 1.8225 3.0502 -0.9812
O 3.7110 2.0835 -1.7418
H 5.7040 0.6198 -4.0244
H 5.7842 2.3428 -3.6364
H 6.0572 1.1597 -2.3712
H 3.6483 0.3251 -2.7951
H 2.8285 1.4656 -4.7796
H 3.5943 3.0022 -4.3176
Cl -0.2634 4.8324 -1.6075
K -6.2575 0.6492 4.1279
C -3.6010 6.8504 -1.8142
O -3.0736 7.9947 -1.9204
O -3.1590 5.9236 -0.9726
O -4.6355 6.4589 -2.4391
Ca -3.8889 7.2498 0.4531
F 4.7097 0.7750 5.0939
P 5.1116 -0.4416 4.0603
F 5.4842 -1.9527 4.5727
F 4.7609 -1.1413 2.6188
F 6.6433 -0.2505 4.6075
F 5.4713 0.7500 2.9906
F 3.5655 -0.8243 4.4755
Cl -0.8944 6.3054 -3.2108

Output
* multiplicity: 1
* lowest unoccupied orbital energy: -0.045 hartree
* total charge: -1
* HOMO: -4.415 eV
* total energy: -189513.9080 eV
* energy relative to the best compared isomer or geometry (same formula, charge and spin): 101.0 kcal per mole

=====

5.
Here is a cluster of 2 separate species, C13H21Cl2N3O2P in total in a non-equilibrium geometry from OMol25. Energies are from the ωB97M-V functional and the def2-TZVPD basis.

Element x y z (Å)
C -0.3938 -0.2183 -1.1685
C -0.3122 -1.7161 -1.0337
O -1.1192 -2.4443 -1.5352
N 0.7911 -2.3210 -0.2857
C 2.0393 -2.2731 -1.0670
C 0.9195 -1.7916 1.0448
C 1.4103 -2.9241 1.9466
N 2.0905 -2.4278 3.2182
C 1.8208 -1.0000 3.6952
P 3.3616 -0.3042 4.4474
O 3.1757 1.0701 4.9395
C 1.4211 -0.0379 2.5394
N 1.7395 -0.5792 1.2232
H -1.4219 0.0096 -1.4434
H -0.1314 0.2978 -0.2457
H 0.2874 0.1232 -1.9483
H 2.8943 -2.5119 -0.4283
H 2.2101 -1.2835 -1.5035
H 2.0016 -3.0148 -1.8647
H -0.0773 -1.5004 1.3940
H 0.6065 -3.6116 2.2095
H 2.1472 -3.5176 1.4007
H 1.7942 -3.0507 3.9706
H 3.0968 -2.5784 3.1367
H 1.0871 -1.0185 4.5019
H 3.7541 -1.2413 5.4224
H 4.2580 -0.4041 3.3571
H 0.3576 0.2009 2.5952
H 1.9534 0.9060 2.6874
H 2.7286 -0.8234 1.2275
Cl -1.0761 1.8246 -3.7132
C -2.5828 2.6752 -3.6147
C -2.6174 4.0530 -3.4493
Cl -1.1623 4.9790 -3.3410
C -3.8390 4.7055 -3.3689
C -5.0182 3.9852 -3.4552
C -4.9812 2.6078 -3.6234
C -3.7638 1.9533 -3.7026
H -3.8595 5.7783 -3.2400
H -5.9663 4.5010 -3.3924
H -5.8996 2.0419 -3.6955
H -3.7244 0.8812 -3.8368

Output
* multiplicity: 1
* lowest unoccupied orbital energy: -0.143 hartree
* total charge: +1
* HOMO: -10.898 eV
* total energy: -56712.9628 eV

=====

6.
Here is a structure of composition C13H21Cl2OPSSr from OMol25. Energies are from the ωB97M-V functional and the def2-TZVPD basis.

Element x y z (Å)
Sr -0.4993 0.8911 0.4695
Cl -2.6066 1.7889 -1.5704
C -3.6401 1.2988 -0.2256
C -4.6301 0.3807 -0.5414
C -5.4837 -0.0568 0.4509
C -5.3288 0.4352 1.7391
C -4.3312 1.3457 2.0242
Cl -4.2023 1.8892 3.6643
C -3.4185 1.8344 1.0561
S -2.1654 2.9796 1.4617
H -4.7154 0.0209 -1.5571
H -6.2629 -0.7728 0.2293
H -5.9792 0.1096 2.5389
C -2.4205 -2.9044 2.3784
C -1.9526 -1.7697 1.4627
C -2.2360 -2.1519 0.0091
C -0.4703 -1.3921 1.6390
H -3.4850 -3.1281 2.2517
H -2.2496 -2.6478 3.4250
H -1.8516 -3.8132 2.1609
H -2.5881 -0.9010 1.7063
H -1.6112 -3.0027 -0.2781
H -2.0134 -1.3413 -0.6998
H -3.2813 -2.4257 -0.1508
H 0.1307 -2.2539 1.3006
H -0.2652 -1.3021 2.7193
C 3.6161 -0.9845 -0.4418
P 3.1268 0.3298 0.6796
C 2.9020 -0.4480 2.2758
C 4.5340 1.4327 0.8200
O 1.9115 1.0797 0.1752
H 4.5249 -1.4859 -0.1094
H 3.7798 -0.5636 -1.4341
H 2.8092 -1.7163 -0.4984
H 3.7918 -1.0287 2.5255
H 2.0255 -1.0975 2.2314
H 2.7374 0.2983 3.0532
H 5.4151 0.8988 1.1775
H 4.2988 2.2398 1.5129
H 4.7457 1.8630 -0.1589

Output
* multiplicity: 1
* lowest unoccupied orbital energy: 0.002 hartree
* total charge: 0
* HOMO: -6.785 eV
* total energy: -61876.3555 eV
* energy relative to the best compared isomer or geometry (same formula, charge and spin): 0.0 kcal per mole

=====

7.
Here is a cluster of 4 separate species, C13H21ClNO12P in total in a non-equilibrium geometry from OMol25. Energies are from the ωB97M-V functional and the def2-TZVPD basis.

Element x y z (Å)
N 2.1195 -3.1461 1.6933
P 2.1183 -2.3919 0.3314
O 0.8167 -2.6738 -0.6801
C 0.5630 -3.9526 -0.9365
O 1.3473 -4.7748 -1.0567
O -0.7518 -4.1537 -1.0904
C -1.3480 -4.4228 0.2032
C -1.9343 -3.1950 0.8627
C -2.6048 -2.2845 -0.1565
Cl -3.8293 -1.2462 0.5968
H 1.3227 -3.7645 1.7873
H 3.2843 -2.6556 -0.4116
H 2.0263 -1.0105 0.5591
H -2.1416 -5.1217 0.0204
H -0.6163 -4.8650 0.8574
H -1.2030 -2.6028 1.3968
H -2.6895 -3.4777 1.5754
H -1.8709 -1.6605 -0.6365
H -3.0537 -2.9038 -0.9152
O 3.3601 0.4144 2.2027
C 3.2983 1.4313 1.5912
O 2.4191 1.6697 0.5852
C 2.4900 3.0669 0.2592
C 3.8712 3.4419 0.7372
O 4.0896 2.5099 1.8049
H 2.3511 3.2203 -0.8074
H 1.7055 3.5899 0.7943
H 4.6368 3.2875 -0.0255
H 3.9299 4.4654 1.0979
O -2.9854 0.4259 -4.0221
C -2.6798 -0.7128 -4.1309
O -1.6043 -1.2876 -3.5278
C -1.6981 -2.7037 -3.7092
C -2.5606 -2.8177 -4.9454
O -3.3530 -1.6288 -4.8772
H -0.7111 -3.1410 -3.8386
H -2.1644 -3.1398 -2.8310
H -1.9768 -2.8004 -5.8679
H -3.1930 -3.7021 -4.9430
O 1.3252 5.9314 0.8098
C 0.7017 5.7318 1.8020
O 0.9748 6.2814 3.0087
C -0.1143 5.9822 3.8894
C -0.7068 4.7412 3.2607
O -0.3744 4.9119 1.8778
H 0.2450 5.8176 4.9016
H -0.8075 6.8250 3.8888
H -0.2405 3.8236 3.6238
H -1.7831 4.6680 3.3904

Output
* multiplicity: 1
* lowest unoccupied orbital energy: 0.014 hartree
* total charge: 0
* HOMO: -8.941 eV
* total energy: -61692.2032 eV

=====

8.
Here is a structure of composition C13H21F5HgOP2 in a non-equilibrium geometry from OMol25. Energies are from the ωB97M-V functional and the def2-TZVPD basis.

Element x y z (Å)
Hg -0.1905 -0.3319 -1.2804
H -1.2291 -0.7510 0.5845
H -1.2906 -0.0255 0.6647
P -0.2710 -2.8279 -1.2110
P -0.2732 2.1236 -1.1986
C 1.2876 2.9445 -0.8034
H 1.1376 4.0088 -1.0497
H 1.4928 2.8516 0.2704
H 2.1128 2.5046 -1.3828
C -0.5681 2.3942 -2.9674
H -1.5212 1.9159 -3.2467
H -0.6206 3.4819 -3.1081
H 0.2596 1.9533 -3.5427
C -1.6237 2.9185 -0.3085
H -1.4534 2.8433 0.7744
H -1.6072 3.9780 -0.6154
H -2.5796 2.4391 -0.5733
C -0.3872 -3.1064 -3.0031
H -0.4635 -4.1915 -3.1538
H -1.2849 -2.5929 -3.3854
H 0.5104 -2.6955 -3.4899
C 1.2006 -3.7140 -0.6261
H 1.2809 -3.6173 0.4719
H 1.0697 -4.7727 -0.9120
H 2.1007 -3.2955 -1.1091
C -1.7180 -3.6103 -0.4510
H -2.6348 -3.1058 -0.8082
H -1.7116 -4.6680 -0.7713
H -1.6432 -3.5316 0.6503
C 1.7688 -0.2850 0.2293
O 2.8086 -0.3800 0.7039
H 0.7635 -0.3349 -2.6948
F 0.2478 -1.5055 2.0411
C 0.3183 -0.2097 2.5360
C 0.2858 0.9318 1.7625
C 0.3778 2.1675 2.3517
F 0.2547 3.4000 1.7288
C 0.5824 2.2739 3.7351
F 0.6737 3.5105 4.2861
C 0.6445 1.1177 4.4998
F 0.8332 1.2181 5.8420
C 0.5027 -0.1348 3.9175
F 0.5568 -1.2892 4.6422

Output
* multiplicity: 1
* lowest unoccupied orbital energy: 0.006 hartree
* total charge: 0
* HOMO: -7.031 eV
* total energy: -52202.6896 eV